[1]
C3H6N2P | ωB97M-V/def2-TZVPD

Relative energy (zero: lowest compared OMol25 entry of this formula, charge and spin) in kcal/mol: 113.54
LUMO level (alpha / beta) in hartree: -0.2569 / -0.2366
F_max in hartree/bohr: 0.0943
Charge: +1
HOMO-LUMO gap (alpha / beta) in eV: 6.919 / 7.401

```
12
Properties=species:S:1:pos:R:3:forces:R:3
C -1.323 -1.440 -0.019 -0.47 4.08 2.57
C -2.053 -0.295 0.243 2.45 -1.26 -0.64
C 2.000 0.483 0.295 2.72 -1.36 -2.97
N -0.605 -0.458 0.552 0.39 -0.81 -1.35
N 0.888 0.194 -0.490 -4.06 -1.82 -1.33
P -3.238 0.844 0.061 -1.23 1.09 -0.48
H -1.245 -2.372 -0.440 0.30 -2.07 -1.05
H 2.496 1.347 -0.159 -0.42 0.55 -0.23
H 1.787 0.797 1.251 -0.48 0.19 2.37
H 2.771 -0.277 0.080 -0.14 -0.05 1.43
H 0.859 -0.732 -1.050 1.03 1.92 1.12
H -2.338 1.909 -0.324 -0.08 -0.47 0.55
```
Forces are in eV/Å.

[2]
C2H8N2O | ωB97M-V/def2-TZVPD

Relative energy (zero: lowest compared OMol25 entry of this formula, charge and spin) in kcal/mol: 45.66
SMILES: N/C=C/N.O
LUMO level in hartree: 0.0327
F_max in hartree/bohr: 0.0250
HOMO-LUMO gap in eV: 9.730

```
13
Properties=species:S:1:pos:R:3:forces:R:3
C 0.897 -0.414 0.429 -0.04 -0.86 -0.26
C 0.156 0.679 0.522 -0.25 1.22 0.29
N -0.911 0.893 1.460 0.15 -0.91 0.01
N 1.952 -0.572 -0.492 -0.30 0.91 -0.86
H 0.650 -1.319 0.980 -0.11 0.36 0.54
H 0.350 1.566 -0.081 0.57 -0.28 -0.31
H -1.787 1.047 0.978 -0.08 -0.01 0.03
H -0.706 1.698 2.035 -0.05 0.08 -0.05
H 2.801 -0.984 -0.185 0.23 -0.48 0.21
H 1.749 -0.705 -1.476 0.05 0.04 0.47
H -2.245 -0.655 -1.976 -0.04 -0.10 0.15
H -1.019 -0.397 -1.095 -0.39 -0.29 0.20
O -1.889 -0.838 -1.097 0.26 0.33 -0.41
```
Forces are in eV/Å.

[3]
CH2NO3S | ωB97M-V/def2-TZVPD

Relative energy (zero: lowest compared OMol25 entry of this formula, charge and spin) in kcal/mol: 69.01
LUMO level (alpha / beta) in hartree: 0.1361 / 0.1362
F_max in hartree/bohr: 0.0718
Charge: -1
HOMO-LUMO gap (alpha / beta) in eV: 6.825 / 6.826

```
8
Properties=species:S:1:pos:R:3:forces:R:3
C -0.042 -0.240 0.640 -0.02 -3.67 0.38
N 0.113 0.385 -0.568 -0.23 -2.94 0.14
O -0.241 -1.486 0.820 0.11 2.97 -1.16
O 0.226 0.453 1.810 -0.74 -1.25 -1.16
O -0.308 -0.819 -1.928 0.62 3.12 0.98
S -0.039 1.887 -1.060 -0.14 2.05 -0.17
H -0.302 -1.441 -1.239 -0.22 -2.39 1.40
H 0.592 1.261 1.524 0.62 2.12 -0.41
```
Forces are in eV/Å.

Q: Among the records above, which one has the highest F_max?
A: C3H6N2P